DFT (ωB97M-V with the def2-TZVPD basis set) results for an isolated molecule of C25H24N2O5.

Geometry as ORCA input:
```
! wB97M-V def2-TZVPD RIJCOSX def2/J DEFGRID3
* xyz 0 1
C -1.70 -4.17 0.55
C -0.78 -3.52 -0.38
C 0.69 -3.99 0.24
C -0.72 -4.58 -1.75
C -0.64 -2.06 -0.64
C -1.70 -1.26 -0.28
C -1.92 -0.03 -0.83
C -0.78 0.63 -1.38
C -0.76 1.99 -1.53
O -1.86 2.65 -2.11
N 0.37 2.86 -1.02
C 1.38 2.45 -0.33
C 2.70 2.97 -0.69
C 2.90 3.75 -1.83
C 2.38 4.36 -2.82
C 3.07 5.36 -3.56
C 4.47 5.35 -2.74
O 4.26 4.41 -1.74
C 1.41 1.22 0.50
O 2.42 0.68 0.90
N 0.21 1.36 1.37
C -0.32 0.33 2.03
C 0.31 -0.65 2.46
C -0.15 -1.71 3.35
C -1.56 -1.45 3.81
C -2.24 -0.39 3.39
C -1.57 0.37 2.47
C -2.63 1.68 2.05
O -1.89 2.63 1.72
O -3.74 1.58 2.51
C 0.32 -0.15 -1.57
C 0.54 -1.59 -1.47
H -2.77 -4.15 0.01
H -1.64 -5.35 0.71
H -1.86 -3.57 1.42
H 1.74 -3.65 -0.31
H 0.75 -3.37 1.21
H 0.74 -5.01 0.58
H 0.25 -4.13 -2.21
H -1.51 -4.26 -2.10
H -0.35 -5.59 -1.43
H -2.77 -1.86 0.20
H -2.80 0.53 -0.38
H 0.12 3.70 -1.28
H 3.39 2.70 -0.05
H 1.25 4.01 -3.20
H 2.81 5.80 -4.64
H 5.34 5.89 -2.78
H -0.43 2.17 0.94
H 1.40 -0.67 2.30
H 0.47 -2.41 3.67
H -1.66 -2.27 4.45
H -3.22 -0.38 3.87
H -4.07 2.38 2.17
H 1.04 0.42 -2.05
H 1.30 -2.03 -1.78
*
```

Values from the calculation:
E (Eh): -1452.1814
LUMO (eV): -0.779
Energy relative to the best compared isomer or geometry (same formula, charge and spin) (kcal per mole): 429.5
HOMO-LUMO gap (eV): 6.684
Structure (SMILES): CC(C)(C)c1ccc(C(=O)N/C(=C\c2ccco2)C(=O)Nc2ccccc2C(=O)O)cc1
HOMO level (eV): -7.46

Here are the Mulliken charges for atoms 1 to 4, given in e: C -1.74; C 1.19; C -1.17; C -1.53

DFT (ωB97M-V with the def2-TZVPD basis set) results for a cluster of 2 separate species, C25H24N3 in total.

Geometry as ORCA input:
```
! wB97M-V def2-TZVPD RIJCOSX def2/J DEFGRID3
* xyz 1 1
C 2.25 -1.58 1.20
C 1.94 -0.16 1.02
N 2.88 0.80 1.19
C 4.30 0.54 1.46
C 2.32 2.07 1.04
C 0.94 1.92 0.78
C 0.16 3.07 0.62
C 0.77 4.33 0.80
C 2.16 4.44 1.06
C 2.96 3.30 1.20
C 0.67 0.47 0.85
C -0.53 -0.24 0.72
C -1.82 0.40 0.88
C -1.93 1.32 1.95
C -3.13 1.97 2.24
C -4.27 1.68 1.45
C -4.19 0.74 0.39
C -2.98 0.10 0.12
H 1.33 -2.17 1.28
H 2.82 -2.03 0.37
H 2.84 -1.73 2.12
H 4.80 1.51 1.50
H 4.43 0.03 2.42
H 4.74 -0.07 0.65
H -0.91 2.97 0.40
H 0.16 5.24 0.73
H 2.62 5.43 1.17
H 4.02 3.33 1.44
H -0.45 -1.35 0.97
H -1.04 1.51 2.56
H -3.17 2.68 3.07
H -5.22 2.19 1.65
H -5.08 0.50 -0.22
H -2.90 -0.63 -0.68
C -2.14 -3.64 0.47
C -1.44 -2.91 -0.64
N -0.82 -1.74 -0.65
C -0.33 -1.51 -1.94
C -0.72 -2.60 -2.72
C -0.31 -2.79 -4.03
C 0.50 -1.78 -4.57
C 0.89 -0.67 -3.81
C 0.48 -0.51 -2.48
N -1.41 -3.46 -1.87
H -2.07 -3.06 1.41
H -3.20 -3.79 0.20
H -1.64 -4.62 0.59
H -0.62 -3.69 -4.53
H 0.83 -1.86 -5.61
H 1.54 0.09 -4.26
H 0.77 0.33 -1.86
H -1.79 -4.38 -2.08
*
```

Values from the calculation:
E (Eh): -1131.0840
LUMO (eV): -3.321
Energy relative to the best compared isomer or geometry (same formula, charge and spin) (kcal per mole): 28.7
HOMO-LUMO gap (eV): 7.801
HOMO level (eV): -11.12

Here are the Mulliken charges for atoms 1 to 4, given in e: C -1.66; C 0.06; N 0.22; C -0.91

DFT (ωB97M-V with the def2-TZVPD basis set) results for a structure of composition C25H24N3O3W.

Geometry as ORCA input:
```
! wB97M-V def2-TZVPD RIJCOSX def2/J DEFGRID3
* xyz 1 3
W 0.45 0.19 0.04
C 0.87 -1.77 1.63
C -0.46 -1.78 2.34
C -0.80 -2.91 3.07
C -2.01 -2.97 3.73
C -2.91 -1.93 3.60
C -2.62 -0.79 2.85
C -3.71 0.23 2.65
C -1.35 -0.71 2.26
N -0.95 0.41 1.45
C -1.22 1.75 1.80
O -1.57 2.16 2.87
C -1.01 2.67 0.61
C -1.45 3.96 0.46
C -1.25 4.58 -0.77
C -0.65 3.89 -1.83
C -0.21 2.60 -1.60
N -0.37 2.07 -0.39
C 0.37 1.61 -2.59
O 0.54 1.88 -3.75
N 0.58 0.41 -1.95
C 1.12 -0.79 -2.52
C 2.42 -0.82 -3.05
C 3.24 0.42 -3.21
C 2.91 -2.06 -3.46
C 2.14 -3.21 -3.34
C 0.86 -3.15 -2.83
C 0.32 -1.94 -2.41
C -1.10 -1.87 -1.91
H 1.35 -2.75 1.66
H 1.60 -1.06 2.03
H 0.82 -1.72 0.49
H -0.10 -3.74 3.13
H -2.27 -3.84 4.32
H -3.88 -2.00 4.06
H -4.68 -0.25 2.75
H -3.66 0.68 1.66
H -3.65 1.04 3.38
H -1.96 4.45 1.28
H -1.59 5.59 -0.93
H -0.52 4.33 -2.81
H 3.17 1.07 -2.33
H 2.89 0.99 -4.07
H 4.29 0.17 -3.36
H 3.90 -2.11 -3.87
H 2.55 -4.16 -3.66
H 0.26 -4.05 -2.76
H -1.56 -2.85 -1.95
H -1.70 -1.17 -2.50
H -1.22 -1.55 -0.86
C 2.16 1.96 2.17
C 2.11 1.20 0.88
O 3.05 1.11 0.12
H 3.20 2.14 2.45
H 1.62 1.44 2.96
H 1.66 2.92 2.02
*
```

Values from the calculation:
E (Eh): -1423.9303
LUMO (spin up / spin down) (eV): -4.035 / -4.803
HOMO-LUMO gap (spin up / spin down) (eV): 7.200 / 7.007
⟨S²⟩: 2.02
HOMO level (spin up / spin down) (eV): -11.23 / -11.81

Here are the Mulliken charges for atoms 1 to 4, given in e: W -0.15; C -1.26; C 1.04; C -0.94

DFT (ωB97M-V with the def2-TZVPD basis set) results for a structure of composition C25H24N5O6PbS2.

Geometry as ORCA input:
```
! wB97M-V def2-TZVPD RIJCOSX def2/J DEFGRID3
* xyz 1 1
Pb -1.70 0.60 -1.20
C 2.36 0.23 1.34
C 1.37 0.68 0.29
N 0.25 0.00 0.16
N 0.27 -1.18 0.90
C -0.76 -1.76 1.35
S -2.42 -1.01 1.27
S -0.64 -3.27 2.24
C -1.81 -4.26 1.24
C -1.19 -4.73 -0.05
C -0.53 -5.95 -0.10
C 0.08 -6.37 -1.27
C 0.04 -5.57 -2.41
C -0.62 -4.35 -2.36
C -1.24 -3.93 -1.19
C 1.71 1.83 -0.54
C 3.09 2.14 -0.69
C 3.52 3.22 -1.41
C 2.56 4.09 -1.97
C 1.22 3.82 -1.84
C 0.75 2.66 -1.17
O -0.54 2.45 -1.18
H 1.83 0.08 2.28
H 3.13 0.96 1.50
H 2.79 -0.73 1.07
H -2.70 -3.65 1.06
H -2.10 -5.09 1.89
H -0.48 -6.58 0.79
H 0.60 -7.33 -1.30
H 0.51 -5.90 -3.32
H -0.65 -3.71 -3.24
H -1.75 -2.98 -1.17
H 3.83 1.48 -0.26
H 4.58 3.40 -1.55
H 2.88 4.97 -2.50
H 0.47 4.48 -2.26
C 0.98 0.83 -3.90
N 0.53 -0.35 -4.63
C -0.39 -1.19 -4.13
N -0.76 -2.25 -4.88
O -0.90 -1.02 -3.00
H 1.82 1.26 -4.43
H 1.31 0.55 -2.90
H 0.19 1.58 -3.82
H 0.87 -0.50 -5.56
H -0.40 -2.42 -5.80
H -1.47 -2.87 -4.52
O -2.73 1.81 0.91
C -2.29 1.50 1.99
O -2.04 0.22 2.37
C -1.91 2.45 3.05
C -2.56 3.68 3.12
C -2.18 4.60 4.09
C -1.13 4.31 4.95
C -0.49 3.09 4.83
C -0.86 2.15 3.91
N 0.66 2.78 5.72
O 0.85 3.51 6.67
O 1.38 1.86 5.39
H -3.36 3.90 2.43
H -2.69 5.55 4.16
H -0.80 5.01 5.70
H -0.34 1.20 3.86
*
```

Values from the calculation:
E (Eh): -2681.2500
LUMO (eV): -3.553
HOMO-LUMO gap (eV): 7.233
HOMO level (eV): -10.79

Here are the Mulliken charges for atoms 1 to 4, given in e: Pb 1.40; C -1.56; C 0.68; N 0.71

DFT (ωB97M-V with the def2-TZVPD basis set) results for a structure of composition C25H24NO.

Geometry as ORCA input:
```
! wB97M-V def2-TZVPD RIJCOSX def2/J DEFGRID3
* xyz 1 1
C 0.78 0.18 -3.86
C -0.48 -0.25 -3.23
N -0.94 0.06 -2.04
C -2.20 -0.60 -1.83
C -2.45 -1.36 -3.12
O -1.27 -1.07 -3.95
H 1.35 0.83 -3.17
H 1.40 -0.68 -4.13
H 0.54 0.76 -4.78
H -2.16 -1.28 -0.96
H -2.97 0.16 -1.63
H -2.50 -2.46 -2.96
H -3.36 -1.00 -3.60
C -1.15 -1.76 5.32
C -1.21 -0.40 4.92
C -0.74 -0.02 3.66
C -0.16 -0.97 2.77
C 0.27 -0.62 1.41
C -0.48 0.32 0.66
C -0.02 0.93 -0.51
C -0.33 2.33 -0.84
C 0.34 3.06 -1.87
C 0.05 4.42 -2.09
C -0.87 5.09 -1.27
C -1.55 4.39 -0.27
C -1.32 3.02 -0.09
C 1.46 -1.29 0.87
C 1.56 -1.59 -0.50
C 2.72 -2.17 -1.02
C 3.71 -2.64 -0.15
C 3.62 -2.35 1.22
C 2.52 -1.68 1.73
C -0.07 -2.30 3.22
C -0.59 -2.71 4.45
H -1.50 -2.06 6.29
H -1.62 0.35 5.60
H -0.80 1.03 3.35
H -1.47 0.60 1.05
H 0.96 0.59 -0.95
H 1.06 2.56 -2.51
H 0.51 4.94 -2.92
H -1.16 6.12 -1.48
H -2.31 4.87 0.36
H -1.90 2.45 0.64
H 0.70 -1.40 -1.16
H 2.85 -2.26 -2.11
H 4.57 -3.20 -0.53
H 4.42 -2.64 1.93
H 2.42 -1.49 2.80
H 0.36 -3.06 2.56
H -0.57 -3.77 4.74
*
```

Values from the calculation:
E (Eh): -1096.7694
LUMO (eV): -3.988
Energy relative to the best compared isomer or geometry (same formula, charge and spin) (kcal per mole): 8.6
HOMO-LUMO gap (eV): 7.529
HOMO level (eV): -11.52

Here are the Mulliken charges for atoms 1 to 4, given in e: C -1.13; C 0.91; N 0.12; C -0.58

DFT (ωB97M-V with the def2-TZVPD basis set) results for a structure of composition C25H25AlN6O2.

Geometry as ORCA input:
```
! wB97M-V def2-TZVPD RIJCOSX def2/J DEFGRID3
* xyz 0 1
Al 0.13 -0.52 0.06
C 2.77 -1.26 1.11
N 2.37 -0.44 -0.04
C 2.96 -1.10 -1.22
C 2.41 -0.70 -2.58
C 0.98 -1.17 -2.81
N 0.03 -0.46 -2.00
C -0.94 0.12 -2.61
C -2.09 0.72 -2.02
C -2.95 1.53 -2.78
C -4.12 2.00 -2.24
C -4.49 1.64 -0.95
C -3.68 0.83 -0.19
C -2.44 0.38 -0.68
O -1.64 -0.32 0.04
C 2.95 0.88 0.21
C 2.63 2.03 -0.75
C 1.12 2.23 -0.99
N 0.39 1.54 0.04
C -0.20 2.23 0.96
C -0.73 1.71 2.17
C -1.45 2.55 3.04
C -1.89 2.11 4.26
C -1.62 0.80 4.66
C -0.91 -0.05 3.84
C -0.46 0.37 2.58
O 0.24 -0.43 1.83
H 3.85 -1.40 1.13
H 2.27 -2.22 1.07
H 2.46 -0.77 2.03
H 2.79 -2.17 -1.10
H 4.05 -0.93 -1.20
H 3.05 -1.19 -3.33
H 2.48 0.37 -2.74
H 0.91 -2.23 -2.55
H 0.74 -1.05 -3.88
H -0.93 0.14 -3.71
H -2.65 1.80 -3.78
H -4.76 2.65 -2.82
H -5.42 2.00 -0.54
H -3.94 0.55 0.82
H 4.05 0.78 0.25
H 2.61 1.19 1.20
H 3.15 1.90 -1.70
H 3.04 2.93 -0.28
H 0.84 1.80 -1.95
H 0.88 3.30 -1.01
H -0.25 3.32 0.85
H -1.66 3.57 2.72
H -2.44 2.77 4.91
H -1.97 0.45 5.62
H -0.71 -1.06 4.13
N 0.27 -2.39 -0.10
C -0.02 -3.51 0.13
C -0.26 -4.81 0.39
C 0.50 -5.46 1.37
N 1.14 -5.99 2.17
C -1.29 -5.50 -0.26
N -2.13 -6.07 -0.80
*
```

Values from the calculation:
E (Eh): -1689.2874
LUMO (eV): -0.262
HOMO-LUMO gap (eV): 7.901
HOMO level (eV): -8.16

Here are the Mulliken charges for atoms 1 to 4, given in e: Al -0.81; C -1.44; N 0.37; C -0.72

DFT (ωB97M-V with the def2-TZVPD basis set) results for a structure of composition C25H25As2BrMnN3OS4.

Geometry as ORCA input:
```
! wB97M-V def2-TZVPD RIJCOSX def2/J DEFGRID3
* xyz 1 4
Mn 2.13 0.35 0.61
Br -5.10 0.86 1.21
C -4.38 -0.89 1.35
C -4.59 -1.80 0.34
C -4.05 -3.07 0.45
C -3.26 -3.40 1.55
C -3.10 -2.49 2.59
C -3.66 -1.23 2.49
N -2.74 -4.74 1.59
N -1.53 -4.96 1.75
C -0.60 -3.84 1.83
C 0.12 -3.66 2.98
C 0.96 -2.55 3.16
C 1.10 -1.62 2.15
O 1.80 -0.50 2.24
C 0.47 -1.89 0.90
N 0.75 -1.01 -0.10
C 0.14 -1.15 -1.26
C -0.73 -2.22 -1.53
C -0.99 -3.14 -0.55
C -0.40 -2.98 0.73
H -5.19 -1.53 -0.52
H -4.23 -3.82 -0.31
H -2.53 -2.76 3.47
H -3.55 -0.51 3.29
H -0.01 -4.37 3.79
H 1.47 -2.39 4.10
H 0.34 -0.41 -2.02
H -1.18 -2.30 -2.51
H -1.64 -3.98 -0.74
S 3.88 -1.16 0.08
S 5.29 -0.79 1.44
S 5.35 1.17 1.83
S 3.48 1.93 1.58
C 0.49 3.61 1.66
As 0.36 2.01 0.59
C -1.39 1.30 1.05
C 0.18 2.70 -1.22
C -0.89 3.52 -1.56
C -0.99 4.03 -2.85
C -0.02 3.73 -3.79
C 1.05 2.91 -3.45
C 1.16 2.39 -2.17
As 2.62 1.23 -1.64
C 4.20 2.31 -1.83
C 2.80 -0.05 -3.10
H -0.41 4.21 1.54
H 1.36 4.19 1.35
H 0.60 3.33 2.71
H -2.11 1.56 0.28
H -1.71 1.73 2.00
H -1.34 0.22 1.15
H -1.66 3.76 -0.84
H -1.82 4.67 -3.11
H -0.09 4.13 -4.79
H 1.80 2.69 -4.20
H 4.27 2.67 -2.86
H 5.07 1.70 -1.59
H 4.14 3.15 -1.14
H 2.09 0.20 -3.89
H 2.62 -1.06 -2.75
H 3.81 0.01 -3.49
*
```

Values from the calculation:
E (Eh): -10996.2718
LUMO (spin up / spin down) (eV): -3.115 / -5.086
Energy relative to the best compared isomer or geometry (same formula, charge and spin) (kcal per mole): 3.9
HOMO-LUMO gap (spin up / spin down) (eV): 7.286 / 5.393
⟨S²⟩: 3.80
HOMO level (spin up / spin down) (eV): -10.40 / -10.48

Here are the Mulliken charges for atoms 1 to 4, given in e: Mn 0.06; Br -0.14; C -0.02; C -0.53

DFT (ωB97M-V with the def2-TZVPD basis set) results for a structure of composition C25H25BClN9Os.

Geometry as ORCA input:
```
! wB97M-V def2-TZVPD RIJCOSX def2/J DEFGRID3
* xyz 3 2
Os 0.22 -0.69 0.14
C 3.92 -0.49 2.39
C 3.00 -1.15 1.59
N 2.02 -0.34 1.23
N 2.27 0.85 1.80
C 3.43 0.78 2.50
B 1.24 1.95 1.59
N 1.07 2.19 0.04
C 1.31 3.22 -0.81
C 0.97 2.85 -2.08
C 0.52 1.54 -1.97
N 0.60 1.15 -0.70
N -0.11 1.51 2.16
C -0.92 2.02 3.11
C -2.08 1.23 3.21
C -1.90 0.24 2.27
N -0.71 0.41 1.63
N 1.65 3.27 2.38
C 1.50 4.54 2.18
C 1.94 5.24 3.38
C 2.31 4.19 4.27
N 2.14 3.04 3.72
H 4.82 -0.88 2.83
H 3.01 -2.19 1.27
H 3.83 1.62 3.04
H 1.76 4.12 -0.49
H 1.04 3.45 -2.98
H 0.18 0.86 -2.72
H -0.64 2.90 3.68
H -2.92 1.37 3.87
H -2.57 -0.58 2.01
H 1.07 4.98 1.31
H 1.96 6.32 3.54
H 2.68 4.27 5.29
Cl 3.30 -0.66 -2.27
C 1.90 -1.36 -2.95
C 1.67 -1.21 -4.29
C 0.53 -1.78 -4.86
C -0.40 -2.52 -4.07
C -0.18 -2.68 -2.75
C 0.99 -2.12 -2.11
C 1.29 -2.38 -0.76
H 2.39 -0.67 -4.90
H 0.36 -1.66 -5.92
H -1.25 -2.99 -4.55
H -0.85 -3.28 -2.15
H 2.34 -2.31 -0.52
H 0.80 -3.25 -0.31
C -5.41 -3.40 -1.32
C -4.12 -2.72 -1.00
C -3.77 -1.49 -1.56
C -2.57 -0.90 -1.23
N -1.69 -1.46 -0.38
C -2.03 -2.64 0.18
C -3.21 -3.28 -0.10
H -6.05 -2.79 -1.96
H -5.96 -3.64 -0.41
H -5.22 -4.35 -1.84
H -4.43 -0.99 -2.26
H -2.29 0.06 -1.65
H -1.32 -3.07 0.88
H -3.43 -4.23 0.39
*
```

Values from the calculation:
E (Eh): -2035.2430
LUMO (spin up / spin down) (eV): -10.897 / -12.148
Energy relative to the best compared isomer or geometry (same formula, charge and spin) (kcal per mole): 17.3
HOMO-LUMO gap (spin up / spin down) (eV): 6.196 / 4.941
⟨S²⟩: 0.76
HOMO level (spin up / spin down) (eV): -17.09 / -17.09

Here are the Mulliken charges for atoms 1 to 4, given in e: Os 1.76; C -1.32; C -0.04; N -1.04